Record 1
This record from the OMol25 dataset describes an isolated molecule of C6H11NO. The level of theory is ωB97M-V/def2-TZVPD.

Each line ends with the Mulliken charge.
Atoms and positions in Å:
1 C -1.87884 0.74935 0.73689  0.029
2 C -0.82227 -0.23611 -1.02586  0.215
3 C 0.41972 0.41794 0.48465  1.018
4 C -0.82179 -1.69457 -1.21248  -1.157
5 C 1.32746 -0.65172 1.10251  -1.541
6 C 1.19577 1.64268 -0.01845  -1.509
7 N -1.95641 0.27794 -0.42052  -0.525
8 O -0.66534 0.82698 1.32983  -0.395
9 H -2.57261 1.37836 1.24257  0.407
10 H -0.54661 0.48597 -1.80300  0.383
11 H -0.97715 -2.11021 -0.15403  0.224
12 H 0.13039 -2.16579 -1.46389  0.304
13 H -1.67975 -1.98173 -1.83623  0.357
14 H 1.84861 -1.08821 0.32088  0.419
15 H 0.84837 -1.60496 1.58727  0.263
16 H 2.08246 -0.23207 1.72483  0.423
17 H 1.60450 2.26244 0.76386  0.418
18 H 0.57405 2.44887 -0.61748  0.287
19 H 1.88945 1.27484 -0.74134  0.379

Computed properties:
Total energy = -365.1269 Eh
Spin multiplicity = 1
Relative energy (zero: lowest compared OMol25 entry of this formula, charge and spin) = 274.5 kJ/mol
LUMO = 0.9 eV

***

Record 2
This record from the OMol25 dataset describes C22H22ClO2OsPTe as an isolated structure. The level of theory is ωB97M-V/def2-TZVPD.

Each line ends with the Mulliken charge.
Atoms and positions in Å:
1 Os 0.31680 -0.42609 -2.18864  0.898
2 O 3.74223 0.30861 -1.69813  -0.452
3 C 2.94653 -0.36109 -1.11976  -0.372
4 O 2.03147 -1.11485 -1.85849  -0.532
5 C 2.84602 -0.58984 0.33566  1.418
6 C 4.02024 -0.70391 1.06742  -0.675
7 C 3.96154 -0.94686 2.43164  -0.613
8 C 2.73236 -1.05199 3.06686  -0.840
9 C 1.55779 -0.90924 2.34207  -0.255
10 C 1.60347 -0.67745 0.96941  0.527
11 P 0.00439 -0.49391 0.14875  0.354
12 C -0.79081 0.95120 0.85276  0.994
13 C -2.18587 1.08147 0.84528  -0.841
14 C -2.77746 2.23399 1.33249  -1.015
15 C -1.98843 3.26720 1.82807  -0.657
16 C -0.60746 3.14242 1.84750  -0.766
17 C -0.00627 1.98874 1.36434  -0.607
18 C -0.94373 -1.97664 0.47206  0.868
19 C -0.61921 -3.12848 -0.25185  -0.706
20 C -1.29203 -4.31267 -0.00746  -0.794
21 C -2.28504 -4.35330 0.96615  -0.580
22 C -2.59708 -3.21776 1.69957  -0.833
23 C -1.92849 -2.02580 1.45785  -0.457
24 H 4.97213 -0.61789 0.56045  0.529
25 H 4.87446 -1.05724 3.00043  0.445
26 H 2.68430 -1.24210 4.13035  0.474
27 H 0.60630 -0.98010 2.85645  0.462
28 H -2.82055 0.26907 0.51560  0.612
29 H -3.85539 2.32249 1.34443  0.469
30 H -2.45827 4.16173 2.21447  0.468
31 H 0.00733 3.93635 2.24910  0.490
32 H 1.07211 1.90108 1.39366  0.502
33 H 0.18528 -3.13184 -0.98445  0.411
34 H -1.03856 -5.20460 -0.56361  0.461
35 H -2.81158 -5.27841 1.15827  0.437
36 H -3.36062 -3.25932 2.46417  0.466
37 H -2.17456 -1.14744 2.04094  0.547
38 Cl -1.37692 -0.06529 -3.88826  -0.108
39 C -1.75122 -0.54070 -2.14201  -0.445
40 H -2.20035 -1.52985 -2.17131  0.611
41 H -2.39204 0.23523 -1.74163  0.432
42 C -0.91674 3.05573 -2.45637  -0.996
43 Te 0.91057 2.10736 -1.97644  0.479
44 C 1.81244 2.37930 -3.86903  -1.016
45 H -1.19713 2.83304 -3.48011  0.426
46 H -0.74504 4.12327 -2.32881  0.444
47 H -1.67699 2.72867 -1.75041  0.209
48 H 2.32039 3.34061 -3.81386  0.373
49 H 1.04756 2.38794 -4.64054  0.373
50 H 2.54214 1.58915 -4.02503  0.383

Computed properties:
Total energy = -2161.6559 Eh
Net charge = +2
Spin multiplicity = 1
Relative energy (zero: lowest compared OMol25 entry of this formula, charge and spin) = 0.0 kJ/mol
LUMO = -7.8 eV

***

> What is the formula in the second record?

C22H22ClO2OsPTe

***

> Which value of spin multiplicity does entry 2 give?

1

***

Repeat the first record exactly.
This record from the OMol25 dataset describes an isolated molecule of C6H11NO. The level of theory is ωB97M-V/def2-TZVPD.

Each line ends with the Mulliken charge.
Atoms and positions in Å:
1 C -1.87884 0.74935 0.73689  0.029
2 C -0.82227 -0.23611 -1.02586  0.215
3 C 0.41972 0.41794 0.48465  1.018
4 C -0.82179 -1.69457 -1.21248  -1.157
5 C 1.32746 -0.65172 1.10251  -1.541
6 C 1.19577 1.64268 -0.01845  -1.509
7 N -1.95641 0.27794 -0.42052  -0.525
8 O -0.66534 0.82698 1.32983  -0.395
9 H -2.57261 1.37836 1.24257  0.407
10 H -0.54661 0.48597 -1.80300  0.383
11 H -0.97715 -2.11021 -0.15403  0.224
12 H 0.13039 -2.16579 -1.46389  0.304
13 H -1.67975 -1.98173 -1.83623  0.357
14 H 1.84861 -1.08821 0.32088  0.419
15 H 0.84837 -1.60496 1.58727  0.263
16 H 2.08246 -0.23207 1.72483  0.423
17 H 1.60450 2.26244 0.76386  0.418
18 H 0.57405 2.44887 -0.61748  0.287
19 H 1.88945 1.27484 -0.74134  0.379

Computed properties:
Total energy = -365.1269 Eh
Spin multiplicity = 1
Relative energy (zero: lowest compared OMol25 entry of this formula, charge and spin) = 274.5 kJ/mol
LUMO = 0.9 eV

***

> Which value of spin multiplicity does entry 1 give?

1